DFT (wB97M-V/def2-TZVPD) results for a cluster of 5 separate species, C39H74BrN3OP2S in total in a non-equilibrium geometry.

Results
- Strongest force on any atom: 2.55 eV/A
- E_HOMO: -8.54 eV
- E_LUMO: -0.99 eV
- Structure (SMILES): C#Cc1c([PH2]=S)c(N)c2nc(CC)c([C@H](Br)CC)nc2c1[PH2]=O.CCCCCC.CCCCCC.CCCCCC.CCCCCC
- Total energy: -147615.602 eV
- Kohn-Sham gap: 7.55 eV

```
! wB97M-V def2-TZVPD RIJCOSX def2/J DEFGRID3
* xyz 0 1
C 3.7111 2.0674 2.5997
C 2.6783 1.7367 2.0665
C 1.3891 1.7567 1.3412
C 1.3576 1.1966 -0.0009
P 2.8605 0.4455 -0.7366
S 2.5791 -1.5010 -0.7811
C 0.1487 1.2548 -0.6995
N 0.1191 0.7565 -1.9987
C -1.0629 1.8215 -0.1245
N -2.1772 1.8218 -0.9043
C -3.2175 2.3473 -0.2842
C -4.5159 2.4004 -1.1095
C -4.6422 3.7303 -1.9382
C -3.1776 2.8567 1.0806
C -4.4626 3.4797 1.7189
Br -3.9755 4.1890 3.5176
C -5.6008 2.4275 1.9834
C -6.9405 3.0432 1.4354
N -2.0935 2.8655 1.8283
C -1.0162 2.3376 1.1835
C 0.2433 2.3072 1.9013
P 0.3015 2.9783 3.6105
O -0.5036 2.1689 4.5722
H 4.6227 2.5010 2.9891
H 3.9818 0.7984 0.0446
H 2.9789 0.8758 -2.0898
H 0.7503 -0.0366 -2.1082
H -0.8278 0.5204 -2.2807
H -5.4120 2.1591 -0.5220
H -4.4244 1.5887 -1.8621
H -4.4592 4.5980 -1.2825
H -5.6702 3.7229 -2.3508
H -3.8855 3.6617 -2.7419
H -4.8007 4.3718 1.1643
H -5.3710 1.5334 1.3721
H -5.7276 2.2105 3.0513
H -6.9805 3.0841 0.3339
H -7.7663 2.4364 1.8567
H -7.0775 4.0837 1.7936
H 1.6237 3.0423 4.1046
H -0.2500 4.2887 3.5965
C 6.2343 -7.6207 -0.1461
C 5.2910 -7.4625 1.0417
C 3.8704 -7.0698 0.6384
C 3.7458 -5.7187 -0.0693
C 4.2803 -4.5216 0.7156
C 3.5403 -4.2787 2.0245
H 6.3564 -6.6838 -0.6926
H 7.2233 -7.9344 0.1940
H 5.8622 -8.3777 -0.8405
H 5.7043 -6.7324 1.7435
H 5.2472 -8.4138 1.5801
H 3.2375 -7.0744 1.5312
H 3.4617 -7.8434 -0.0206
H 2.6890 -5.5471 -0.3006
H 4.2593 -5.7642 -1.0346
H 4.1835 -3.6292 0.0922
H 5.3501 -4.6417 0.9146
H 2.4749 -4.1151 1.8438
H 3.9348 -3.3913 2.5244
H 3.6466 -5.1187 2.7149
C -5.3220 7.4608 -1.8572
C -6.7416 7.0254 -2.2017
C -7.0700 7.1561 -3.6883
C -7.0137 8.5807 -4.2436
C -7.9279 9.5870 -3.5454
C -9.4078 9.2421 -3.6635
H -5.1575 8.5164 -2.0789
H -5.1307 7.3141 -0.7916
H -4.5889 6.8735 -2.4155
H -7.4560 7.5951 -1.6006
H -6.8639 5.9775 -1.9108
H -8.0631 6.7331 -3.8675
H -6.3736 6.5347 -4.2617
H -7.2717 8.5459 -5.3072
H -5.9847 8.9491 -4.1978
H -7.7623 10.5710 -3.9928
H -7.6561 9.6816 -2.4899
H -9.7117 9.1818 -4.7113
H -10.0166 10.0101 -3.1825
H -9.6424 8.2901 -3.1836
C 1.2164 -6.0975 8.6502
C 0.1446 -5.4906 7.7510
C 0.3007 -5.8731 6.2797
C 1.5973 -5.4002 5.6191
C 1.8372 -3.8915 5.6642
C 0.7742 -3.0888 4.9227
H 2.2146 -5.7459 8.3829
H 1.0386 -5.8218 9.6915
H 1.2072 -7.1881 8.5852
H 0.1436 -4.4028 7.8646
H -0.8346 -5.8353 8.0959
H -0.5563 -5.4834 5.7224
H 0.2450 -6.9632 6.1884
H 1.5902 -5.7267 4.5735
H 2.4487 -5.9062 6.0843
H 2.8106 -3.6834 5.2102
H 1.9025 -3.5450 6.7000
H 0.7196 -3.3906 3.8737
H 1.0121 -2.0238 4.9520
H -0.2143 -3.2154 5.3680
C 4.3666 -2.8888 -3.4872
C 4.9070 -1.5352 -3.9296
C 4.5998 -1.2063 -5.3904
C 5.2164 -2.1606 -6.4149
C 6.7376 -2.2904 -6.3488
C 7.4685 -0.9828 -6.6305
H 4.8199 -3.7080 -4.0500
H 4.5837 -3.0538 -2.4312
H 3.2838 -2.9370 -3.6192
H 5.9851 -1.4932 -3.7475
H 4.4590 -0.7606 -3.2989
H 4.9310 -0.1838 -5.5983
H 3.5138 -1.2027 -5.5327
H 4.9328 -1.8206 -7.4168
H 4.7731 -3.1539 -6.3001
H 7.0527 -3.0322 -7.0883
H 7.0455 -2.6805 -5.3743
H 7.2065 -0.5943 -7.6176
H 8.5489 -1.1388 -6.6086
H 7.2329 -0.2181 -5.8879
*
```